Formula: CH2N4O6
Source: the Open Molecules 2025 dataset
Level of theory: ωB97M-V with the def2-TZVPD basis set

Bonds (Å) are listed after each position.
CARTESIAN COORDINATES (ANGSTROEM)
1 C 0.7231 0.3838 -1.1468  N3 1.345, N4 1.463, O6 1.178
2 N 2.7625 -2.7418 -0.3467  O7 1.134, O10 1.658
3 N -0.2759 0.1755 -0.2708  C1 1.345, H12 0.977, H13 0.962
4 N 1.7952 -0.6107 -1.1101  C1 1.463, O10 1.247
5 N 3.2700 1.2349 0.4167  O8 1.193, O9 1.201, O11 1.338
6 O 0.8972 1.3614 -1.7806  C1 1.178
7 O 2.5561 -3.4137 0.5438  N2 1.134
8 O 2.4792 0.8900 1.2409  N5 1.193
9 O 4.1950 1.9717 0.6277  N5 1.201
10 O 1.7722 -1.4242 -0.1652  N2 1.658, N4 1.247
11 O 3.2177 0.7625 -0.8336  N5 1.338
12 H -0.1751 -0.6079 0.3034  N3 0.977
13 H -0.9861 0.8234 -0.2899  N3 0.962

ΔE to the lowest compared entry with this formula, charge and spin: 1.254 eV
HOMO (alpha / beta): -0.370 / -0.370 hartree
E_tot: -709.41579 hartree
lowest unoccupied orbital energy (alpha / beta): -0.095 / -0.095 hartree
frontier orbital gap (alpha / beta): 7.48 / 7.48 eV